Record 1
Computed, not measured: a molecular structure, C53H42N3O2P2STl in a non-equilibrium geometry, with ωB97M-V with the def2-TZVPD basis set.

Positions of all 104 atoms, in Å:
Tl  -0.5006  0.9828  -0.1028
O  -2.7845  -1.1954  2.5488
S  -1.4804  -1.3573  1.7822
C  -0.2092  -1.5793  3.0957
C  -0.6414  -2.3640  4.1415
C  0.2542  -2.7541  5.1598
C  1.5535  -2.2481  5.1313
C  1.9479  -1.3633  4.1334
C  1.0733  -0.9793  3.0953
P  1.4358  0.4028  1.9837
C  3.1420  0.0864  1.4431
C  3.7313  -1.1925  1.4119
C  5.0506  -1.3391  0.9848
C  5.7237  -0.2799  0.3713
C  5.1533  0.9957  0.4109
C  3.9078  1.2003  1.0256
C  1.6854  1.8808  3.0155
C  0.8461  2.9920  2.8443
C  0.9798  4.0857  3.6821
C  1.9837  4.1121  4.6405
C  2.8482  3.0320  4.7762
C  2.7393  1.9315  3.9437
C  -1.6517  -2.9241  0.8623
C  -1.7760  -4.1107  1.5483
C  -2.1701  -5.2679  0.8751
C  -2.3751  -5.2160  -0.4903
C  -2.1644  -4.0517  -1.2083
C  -1.7881  -2.8748  -0.5200
P  -1.5707  -1.3603  -1.4845
C  -0.8102  -2.0060  -2.9999
C  0.3899  -2.7208  -2.8497
C  1.1241  -3.1205  -3.9680
C  0.6727  -2.8340  -5.2573
C  -0.5671  -2.2206  -5.4020
C  -1.3413  -1.8688  -4.2940
C  -3.2549  -0.9092  -1.9741
C  -4.3977  -1.4409  -1.3655
C  -5.6535  -1.0461  -1.8540
C  -5.7895  -0.0443  -2.8054
C  -4.6366  0.5228  -3.3513
C  -3.3767  0.0800  -2.9438
H  -1.7015  -2.6098  4.1566
H  -0.0748  -3.4330  5.9264
H  2.3129  -2.5022  5.8804
H  2.9200  -0.8902  4.1715
H  3.1838  -2.0358  1.8267
H  5.5332  -2.3237  1.1033
H  6.7134  -0.4211  -0.0731
H  5.6730  1.8562  -0.0053
H  3.5388  2.2218  1.1641
H  0.1280  2.9751  2.0075
H  0.2473  4.8887  3.6207
H  2.1175  4.9885  5.2541
H  3.6045  3.0165  5.5685
H  3.4927  1.1433  3.9572
H  -1.5934  -4.1493  2.6251
H  -2.2654  -6.1777  1.4585
H  -2.6911  -6.0999  -1.0517
H  -2.3311  -4.0196  -2.2776
H  0.6999  -3.0153  -1.8529
H  2.0387  -3.7108  -3.7724
H  1.3149  -3.0397  -6.1244
H  -0.9601  -2.0316  -6.4017
H  -2.3638  -1.5337  -4.4450
H  -4.3060  -2.1337  -0.5215
H  -6.5435  -1.5721  -1.4694
H  -6.8020  0.2737  -3.0771
H  -4.7060  1.3607  -4.0522
H  -2.4869  0.4863  -3.4169
C  -2.9150  3.0012  3.6966
C  -3.1352  4.2595  3.1593
C  -2.9310  4.4663  1.7951
C  -2.5234  3.3685  0.9850
N  -2.3278  2.1492  1.5272
C  -2.5597  1.9700  2.8373
C  -2.3292  3.5170  -0.4743
C  -3.0879  4.4889  -1.1514
C  -2.9459  4.6264  -2.5148
C  -2.0639  3.8419  -3.2625
C  -1.2947  2.8990  -2.5721
C  -1.4498  2.7044  -1.2162
H  -2.9997  2.7897  4.7729
H  -3.4617  5.0905  3.7885
H  -3.0346  5.4394  1.3270
H  -2.5088  0.9468  3.2232
H  -3.8033  5.0960  -0.5928
H  -3.5644  5.3906  -2.9864
H  -1.9214  3.9773  -4.3358
H  -0.6214  2.2495  -3.1340
N  3.7623  -2.9694  -1.6684
C  4.2677  -1.8941  -2.3962
O  5.3150  -2.0033  -3.0416
C  3.4375  -0.6435  -2.4354
C  3.8701  0.4229  -3.2698
C  3.2002  1.6324  -3.2381
C  2.0987  1.7832  -2.3826
N  1.6761  0.7733  -1.6178
C  2.2968  -0.4068  -1.6523
H  4.4953  -3.6627  -1.5501
H  3.3200  -2.7507  -0.7910
H  4.7530  0.2581  -3.8964
H  3.5198  2.4740  -3.8547
H  1.5920  2.7531  -2.2749
H  1.8780  -1.1857  -1.0189

E_HOMO	-13.27	eV
frontier orbital gap	6.8948	eV
charge	+2

These are the Mulliken partial charges, in e, on atoms 1 to 2: 1.632 -0.769


Record 2
Computed, not measured: a molecular structure, C7H14 in a non-equilibrium geometry, with ωB97M-V with the def2-TZVPD basis set.

Positions of all 21 atoms, in Å:
C  1.9795  -0.8221  0.7305
C  0.8546  -0.7064  -0.2440
C  0.0209  0.4506  -0.2057
C  0.5112  1.7202  0.2234
C  -1.1454  0.4866  -1.2361
C  -1.5392  0.2175  0.1349
C  -2.0288  -1.1244  0.6168
H  2.4750  -1.7952  0.6734
H  2.7399  -0.0435  0.5752
H  1.6132  -0.6800  1.7648
H  1.9044  0.4905  -1.4759
H  0.4556  -1.6191  -0.6787
H  1.3485  1.7819  0.9100
H  -0.1482  2.5836  0.1903
H  1.8672  1.2657  -1.2932
H  -1.3301  1.4642  -1.6688
H  -1.1347  -0.3408  -1.9400
H  -1.9393  1.0567  0.6952
H  -1.6918  -1.3242  1.6383
H  -1.6867  -1.9387  -0.0258
H  -3.1256  -1.1229  0.6155

E_HOMO (alpha / beta)	-7.05 / -7.19	eV
frontier orbital gap (alpha / beta)	7.5929 / 7.8060	eV
relative energy (zero: lowest compared OMol25 entry of this formula, charge and spin)	5.394	eV
charge	0

These are the natural (NBO) partial charges, in e, on atoms 1 to 2: -0.673 -0.144


Record 3
Computed, not measured: a molecular structure, C8H10LaO6P in a non-equilibrium geometry, with ωB97M-V with the def2-TZVPD basis set.

Positions of all 26 atoms, in Å:
O  -0.0964  5.6459  -2.6326
C  -0.1010  4.5116  -2.4828
La  -0.1881  1.4417  -1.1097
C  -0.2188  -0.7525  -2.4529
O  -0.0634  -1.9246  -2.4182
C  -0.1515  0.2682  -3.6286
O  -0.1269  -0.1362  -4.7644
C  2.0534  0.7683  -2.1635
O  2.9662  0.3973  -2.7609
C  -2.3860  0.6650  -2.1428
O  -3.2907  0.3033  -2.7601
H  -0.1396  1.4282  -3.3223
C  0.0407  0.3254  3.5031
P  0.0852  -0.6267  2.0014
C  1.6420  -1.4809  1.8350
C  -1.2777  -1.7735  1.9261
O  -0.0514  0.3360  0.7851
H  0.1377  -0.3193  4.3861
H  -0.9102  0.8704  3.5733
H  0.8649  1.0515  3.5108
H  1.7428  -2.2534  2.6055
H  1.7078  -1.9489  0.8466
H  2.4657  -0.7656  1.9425
H  -2.2204  -1.2307  2.0630
H  -1.2944  -2.2681  0.9484
H  -1.1898  -2.5324  2.7117

E_HOMO (alpha / beta)	-14.51 / -14.73	eV
frontier orbital gap (alpha / beta)	5.7075 / 5.8401	eV
charge	+2

These are the Mulliken partial charges, in e, on atoms 1 to 2: -0.036 -0.017


Record 4
Computed, not measured: 2 unconnected molecules or ions with the total composition C6H17N3 in a non-equilibrium geometry, with ωB97M-V with the def2-TZVPD basis set.

Positions of all 26 atoms, in Å:
C  -1.7008  2.4342  -0.0296
C  -1.8748  1.2004  0.4578
N  -1.5777  0.8584  1.7739
N  -2.4972  0.1828  -0.2597
H  -1.9658  2.6773  -1.0424
H  -1.2559  3.2122  0.5636
H  -1.2581  -0.0917  1.8998
H  -0.9809  1.5268  2.2357
H  -2.1356  -0.7423  -0.0733
H  -2.5558  0.3721  -1.2483
C  0.4556  -2.4821  0.5572
C  1.5426  -1.6350  -0.1279
N  0.9578  -0.2958  -0.3213
C  1.6889  0.7509  0.3667
C  0.7404  0.0409  -1.7150
H  -0.3151  -1.6714  0.7510
H  0.8220  -2.9521  1.4670
H  0.0382  -3.2288  -0.1123
H  1.8290  -2.0739  -1.0887
H  2.4206  -1.5575  0.5191
H  1.7619  0.4985  1.4239
H  2.7039  0.8988  -0.0323
H  1.1397  1.6865  0.2638
H  0.2105  0.9913  -1.7694
H  0.1282  -0.7337  -2.1757
H  1.6784  0.1333  -2.2838

E_HOMO	-7.63	eV
frontier orbital gap	8.5128	eV
structure (SMILES)	C=C(N)N.CCN(C)C
relative energy (zero: lowest compared OMol25 entry of this formula, charge and spin)	1.220	eV
charge	0

These are the natural (NBO) partial charges, in e, on atoms 1 to 2: -0.638 0.375


In Ha, the electronic energy values for the records above are, in order, -3612.4625 -274.9180 -1134.5848 -403.0293.